Record 1
The following is a quantum chemistry calculation of a 2-piece molecular cluster, C5H16N3O overall, from the Open Molecules 2025 dataset.

```
25
Properties=species:S:1:pos:R:3:forces:R:3
C 0.4840 -0.1234 1.4564 1.129 -0.555 0.465
C 1.3642 -0.6418 2.5877 -0.229 0.469 1.069
C -1.1364 1.6596 1.0509 -1.586 -0.872 0.888
N -0.2988 1.0393 1.8762 0.821 0.523 -0.496
N -1.8093 0.9335 0.1602 0.454 -0.092 -0.611
N -1.6062 2.8871 1.3240 0.032 0.909 -0.571
H 1.1664 0.1288 0.6459 -0.308 0.241 -0.323
H -0.1316 -0.9618 1.1386 -0.231 0.318 -0.081
H 0.7614 -1.1487 3.3434 0.096 -0.394 -0.231
H 1.8929 0.1127 3.1879 -0.154 0.351 -0.527
H 0.1612 1.6267 2.5576 -0.127 -0.016 0.145
H -1.5289 -0.0227 -0.0259 0.122 -0.047 -0.125
H -2.3130 1.3807 -0.5896 -0.006 0.066 0.124
H -1.0174 3.6606 1.5935 0.291 -0.325 0.318
H -2.3841 3.2085 0.7627 0.034 -0.161 0.094
H 2.1572 -1.2663 2.1996 -0.137 -0.435 -0.098
C 0.6976 -1.0357 -2.0323 0.567 -0.430 -0.002
C 0.6035 -1.5404 -3.4495 -1.048 0.699 -0.725
O -0.3319 -1.4716 -1.1508 -0.614 0.090 0.275
H 1.6731 -1.3235 -1.6341 0.001 -0.259 0.219
H 0.7113 0.0511 -1.9979 -0.286 0.195 -0.174
H -0.3085 -1.1811 -3.9542 0.115 0.114 0.315
H -0.7672 -2.2759 -1.4556 0.313 0.049 -0.211
H 0.5445 -2.6232 -3.5870 0.595 0.052 0.342
H 1.4159 -1.0722 -4.0078 0.160 -0.490 -0.077
```
Forces are in eV/Å.

## Properties
Total charge = +1
HOMO level = -0.50599 hartree
Gap between HOMO and LUMO = 10.873 eV
LUMO energy = -2.9 eV
Relative energy (zero: lowest compared OMol25 entry of this formula, charge and spin) = 59.76 kJ/mol
Multiplicity = 1
Calculated total energy = -439.40587 hartree

***

Record 2
The following is a quantum chemistry calculation of C5H16N3O3Tl as an isolated structure, from the Open Molecules 2025 dataset.

```
28
Properties=species:S:1:pos:R:3:forces:R:3
Tl 0.0915 -1.5172 1.2234 -0.021 1.145 0.290
O 1.0354 -1.2778 3.9491 -0.482 -0.481 -1.378
H 0.5348 -1.3719 4.7828 -0.119 -0.124 -0.088
C -2.5092 -1.8144 -3.3404 0.064 -0.290 1.076
C -1.4981 -1.3414 -2.2346 0.456 0.532 -0.675
C -1.3823 0.1999 -2.1298 0.138 -1.897 1.504
O -0.2527 0.3947 -1.2715 0.776 0.312 0.529
C -0.0152 1.7763 -0.9100 -1.014 0.623 -1.422
N -1.8258 -1.9751 -0.9500 0.396 0.195 0.257
H -3.2994 -1.0972 -3.5628 0.138 0.109 0.124
H -2.9648 -2.6884 -2.8749 -0.397 -0.188 -0.616
H -2.0147 -2.1369 -4.2567 0.143 0.185 0.137
H -0.4988 -1.6983 -2.4840 -0.019 -0.073 -0.141
H -2.2523 0.5670 -1.5852 -0.346 0.457 -0.539
H -1.2768 0.5482 -3.1573 0.211 0.572 0.220
H 1.0270 2.0325 -0.7199 -0.055 -0.717 0.006
H -0.6528 2.1751 -0.1210 -0.024 -0.551 0.434
H -0.3599 2.3144 -1.7931 0.392 0.497 -0.036
H -1.8149 -2.9808 -1.0423 0.243 -0.369 0.062
H -2.7590 -1.7357 -0.6470 -0.324 0.291 0.348
C 2.5773 1.2828 2.4602 -1.992 -0.280 -2.393
O 1.7093 0.9417 1.6543 -1.435 -0.455 -2.190
N 3.2565 2.3525 2.4497 3.092 4.255 -0.515
N 2.7362 0.6367 3.5361 0.449 -3.803 4.867
H 3.8365 2.4514 3.2706 0.168 0.847 -0.488
H 3.2407 3.1007 1.7714 -0.162 -0.289 -0.072
H 3.3589 0.8681 4.2969 -0.109 0.082 -0.100
H 1.9725 -0.0070 3.6860 -0.168 -0.586 0.800
```
Forces are in eV/Å.

## Properties
Total charge = +2
HOMO level = -0.61669 hartree
Gap between HOMO and LUMO = 3.647 eV
LUMO energy = -13.1 eV
Relative energy (zero: lowest compared OMol25 entry of this formula, charge and spin) = 0.00 kJ/mol
Multiplicity = 1
Calculated total energy = -761.74187 hartree

***

Record 3
The following is a quantum chemistry calculation of C5H16N4 as an isolated structure, from the Open Molecules 2025 dataset.

```
25
Properties=species:S:1:pos:R:3:forces:R:3
C -0.0728 -0.4183 0.0482 -0.346 0.140 0.742
C -1.4001 -0.6399 0.8299 0.183 -0.024 -0.220
C -0.8003 1.5561 -1.2609 -0.311 0.176 0.541
C -0.0607 -1.2669 -1.2343 -0.015 0.244 0.192
C 1.0957 -0.8535 0.9371 -0.159 0.075 -0.184
N 0.0877 0.9993 -0.2644 1.543 1.147 1.219
N 2.4118 1.7245 -0.4215 0.541 1.153 1.787
N 2.0549 2.2758 0.6748 0.511 -0.705 -1.364
N -1.5726 -2.0323 1.2374 -0.055 -0.113 0.028
H 1.8176 2.1110 -1.1601 -0.119 -0.105 0.151
H 2.5801 1.8922 1.4655 0.373 -0.083 -0.270
H 0.7092 1.8107 0.6435 -2.398 -1.930 -2.487
H -2.3339 -2.1165 1.8994 0.014 -0.035 -0.050
H -1.8009 -2.6152 0.4412 -0.049 0.005 0.030
H -2.2388 -0.2750 0.2184 0.102 0.023 0.058
H -1.3624 -0.0282 1.7356 0.043 0.011 -0.070
H -1.8688 1.4022 -1.0503 -0.001 0.108 -0.093
H -0.6340 2.6340 -1.3226 -0.028 0.000 -0.029
H -0.6045 1.1320 -2.2519 0.058 -0.016 0.032
H 0.8012 -0.9847 -1.8386 0.031 -0.031 -0.059
H -0.9666 -1.1250 -1.8239 -0.031 0.009 -0.051
H 0.0265 -2.3235 -0.9855 -0.007 -0.041 0.024
H 1.1320 -0.2416 1.8397 -0.005 0.066 0.089
H 2.0329 -0.7294 0.3981 0.089 -0.061 -0.011
H 0.9668 -1.8881 1.2452 0.037 -0.012 -0.007
```
Forces are in eV/Å.

## Properties
Total charge = 0
HOMO level (alpha / beta) = -0.28437 / -0.28440 hartree
Gap between HOMO and LUMO (alpha / beta) = 7.690 / 7.692 eV
LUMO energy (alpha / beta) = 0.0 / 0.0 eV
Relative energy (zero: lowest compared OMol25 entry of this formula, charge and spin) = 435.60 kJ/mol
Multiplicity = 1
Calculated total energy = -418.97981 hartree

***

Record 4
The following is a quantum chemistry calculation of a 2-piece molecular cluster, C5H16NO overall, from the Open Molecules 2025 dataset.

```
23
Properties=species:S:1:pos:R:3:forces:R:3
C -0.0022 1.3533 -0.6556 0.283 -1.554 -0.360
C -0.8040 0.6510 0.4680 0.937 -1.983 -1.550
C -1.2727 -0.8953 0.2415 -0.571 1.067 -1.650
C -1.9683 -1.2598 -1.1380 2.320 -0.168 0.792
C -2.1713 -1.2806 1.3636 -1.978 -0.961 -1.633
N 1.3051 0.5684 -0.8258 -0.646 -2.117 -1.623
H -0.4722 1.3573 -1.6573 0.066 0.054 0.680
H 0.3711 2.3080 -0.4037 -0.315 1.332 0.357
H -0.1043 0.3966 1.2389 0.587 0.744 0.896
H -1.4993 1.3264 0.8737 -1.317 0.604 0.332
H -0.3491 -1.3892 0.3274 1.279 -1.291 0.278
H -1.2486 -1.3180 -1.9842 -0.238 0.006 0.533
H -2.5473 -2.2174 -1.1539 0.083 1.346 0.308
H -2.3898 -0.2980 -1.1824 -2.235 0.625 -1.279
H -1.7920 -0.9708 2.2727 0.472 0.554 2.119
H -2.3996 -2.3458 1.3611 0.672 -0.263 0.186
H -3.1981 -0.9179 1.1812 0.463 0.616 0.265
H 2.0871 0.7660 -0.2233 0.634 0.863 1.044
H 1.7275 0.5873 -1.8008 -0.997 -0.187 1.330
H 1.0411 -0.4111 -0.5441 0.551 0.752 -0.936
H 4.2640 1.0440 1.3506 -0.408 0.115 0.003
H 4.4853 0.3534 0.0240 -0.859 0.451 0.442
O 3.7750 0.7924 0.5530 1.217 -0.605 -0.533
```
Forces are in eV/Å.

## Properties
Total charge = +1
HOMO level = -0.53498 hartree
Gap between HOMO and LUMO = 11.278 eV
LUMO energy = -3.3 eV
Relative energy (zero: lowest compared OMol25 entry of this formula, charge and spin) = 158.36 kJ/mol
Multiplicity = 1
Calculated total energy = -329.82053 hartree

***

Record 5
The following is a quantum chemistry calculation of a 2-piece molecular cluster, C5H16NO overall, from the Open Molecules 2025 dataset.

```
23
Properties=species:S:1:pos:R:3:forces:R:3
C 1.3226 -0.6888 -1.6416 -0.244 -0.090 0.066
C 1.7480 -1.4679 -0.4045 0.204 0.180 0.477
C 2.6132 -0.6220 0.5253 0.296 0.339 -0.032
O 2.4461 -2.6099 -0.8652 0.092 -0.118 0.139
H 0.3703 -1.0359 -2.0382 -0.066 -0.160 -0.071
H 2.0644 -0.8462 -2.4200 0.111 0.152 -0.014
H 1.2289 0.3784 -1.4374 0.104 0.046 0.005
H 0.8744 -1.7965 0.1828 -0.089 -0.004 -0.155
H 2.0618 0.2335 0.9287 -0.124 -0.076 -0.036
H 3.4650 -0.1983 -0.0147 -0.026 -0.143 -0.025
H 3.0051 -1.1725 1.3872 -0.128 -0.124 -0.173
H 2.9225 -3.0052 -0.1231 -0.120 0.003 -0.173
C -1.4201 0.2136 0.1660 -0.444 -0.158 -0.088
N -2.6017 0.8743 0.8218 -0.112 -0.180 0.054
C -2.6301 2.3631 0.6779 -0.182 -0.103 0.134
H -1.6156 -0.8544 0.0960 0.030 0.035 0.016
H -1.2973 0.6313 -0.8302 0.062 0.024 0.096
H -0.5585 0.3841 0.7919 0.293 0.139 0.000
H -2.6137 0.6211 1.8115 0.073 0.075 0.008
H -3.4704 0.4863 0.4506 0.047 0.026 -0.141
H -1.6932 2.7592 1.0415 0.183 0.083 0.061
H -3.4592 2.7528 1.2641 0.031 0.020 -0.045
H -2.7624 2.5998 -0.3704 0.010 0.034 -0.103
```
Forces are in eV/Å.

## Properties
Total charge = +1
HOMO level = -0.47434 hartree
Gap between HOMO and LUMO = 9.159 eV
LUMO energy = -3.7 eV
Relative energy (zero: lowest compared OMol25 entry of this formula, charge and spin) = 134.61 kJ/mol
Multiplicity = 1
Calculated total energy = -329.82957 hartree

***

Record 6
The following is a quantum chemistry calculation of a 3-piece molecular cluster, C5H16NO2 overall, from the Open Molecules 2025 dataset.

```
24
Properties=species:S:1:pos:R:3:forces:R:3
C 2.6157 -0.3308 1.0389 -0.105 0.293 0.155
C 1.1008 -0.2191 0.8293 0.477 -0.978 -0.688
C 0.7337 0.5719 -0.4501 -0.484 0.243 -0.148
C -0.3805 1.5633 -0.2995 0.053 1.013 0.814
C -0.3677 2.9267 -0.5985 -0.158 -1.312 -0.238
N -1.6750 1.0828 0.1848 0.776 -0.299 0.365
H 2.8137 -0.7285 2.0272 0.107 -0.153 0.264
H 3.0925 -1.0116 0.3290 -0.062 0.242 -0.125
H 3.0915 0.6576 0.9992 -0.027 -0.220 -0.143
H 0.7310 -1.2634 0.7786 -0.142 0.531 -0.032
H 0.6511 0.2319 1.6982 -0.201 0.303 0.323
H 0.5743 -0.1154 -1.3044 -0.043 -0.006 0.223
H 1.5918 1.1785 -0.7232 0.188 0.078 -0.114
H -1.1940 3.6245 -0.4915 0.003 -0.377 0.173
H 0.5174 3.2948 -1.0531 0.612 0.471 -0.309
H -2.4289 1.0888 -0.5450 -0.672 0.346 -0.616
H -1.6911 0.1089 0.5289 0.281 0.079 0.141
H -1.9288 1.7166 0.9324 -0.513 -0.141 -0.074
H -1.6223 -2.2290 1.3642 -0.010 0.082 0.135
H -1.7430 -2.0782 -0.1505 0.190 0.102 -0.227
O -1.9746 -1.6443 0.6865 -0.205 -0.222 0.190
H -0.3103 -3.3238 -1.6204 -0.180 0.335 -0.150
H -1.4094 -2.6182 -2.4384 -0.175 -0.066 -0.344
O -0.7882 -2.4841 -1.7224 0.290 -0.344 0.424
```
Forces are in eV/Å.

## Properties
Total charge = 0
HOMO level (alpha / beta) = -0.11308 / -0.29695 hartree
Gap between HOMO and LUMO (alpha / beta) = 3.328 / 8.157 eV
LUMO energy (alpha / beta) = 0.3 / 0.1 eV
Relative energy (zero: lowest compared OMol25 entry of this formula, charge and spin) = 148.99 kJ/mol
Multiplicity = 2
Calculated total energy = -405.19704 hartree

***

- relative energy (zero: lowest compared OMol25 entry of this formula, charge and spin) of number 1 (C5H16N3O)?
  59.76 kJ/mol

***

- Which value of calculated total energy does entry 4 give?
  -329.82053 hartree

***

What did the fifth record say?
The following is a quantum chemistry calculation of a 2-piece molecular cluster, C5H16NO overall, from the Open Molecules 2025 dataset.

```
23
Properties=species:S:1:pos:R:3:forces:R:3
C 1.3226 -0.6888 -1.6416 -0.244 -0.090 0.066
C 1.7480 -1.4679 -0.4045 0.204 0.180 0.477
C 2.6132 -0.6220 0.5253 0.296 0.339 -0.032
O 2.4461 -2.6099 -0.8652 0.092 -0.118 0.139
H 0.3703 -1.0359 -2.0382 -0.066 -0.160 -0.071
H 2.0644 -0.8462 -2.4200 0.111 0.152 -0.014
H 1.2289 0.3784 -1.4374 0.104 0.046 0.005
H 0.8744 -1.7965 0.1828 -0.089 -0.004 -0.155
H 2.0618 0.2335 0.9287 -0.124 -0.076 -0.036
H 3.4650 -0.1983 -0.0147 -0.026 -0.143 -0.025
H 3.0051 -1.1725 1.3872 -0.128 -0.124 -0.173
H 2.9225 -3.0052 -0.1231 -0.120 0.003 -0.173
C -1.4201 0.2136 0.1660 -0.444 -0.158 -0.088
N -2.6017 0.8743 0.8218 -0.112 -0.180 0.054
C -2.6301 2.3631 0.6779 -0.182 -0.103 0.134
H -1.6156 -0.8544 0.0960 0.030 0.035 0.016
H -1.2973 0.6313 -0.8302 0.062 0.024 0.096
H -0.5585 0.3841 0.7919 0.293 0.139 0.000
H -2.6137 0.6211 1.8115 0.073 0.075 0.008
H -3.4704 0.4863 0.4506 0.047 0.026 -0.141
H -1.6932 2.7592 1.0415 0.183 0.083 0.061
H -3.4592 2.7528 1.2641 0.031 0.020 -0.045
H -2.7624 2.5998 -0.3704 0.010 0.034 -0.103
```
Forces are in eV/Å.

## Properties
Total charge = +1
HOMO level = -0.47434 hartree
Gap between HOMO and LUMO = 9.159 eV
LUMO energy = -3.7 eV
Relative energy (zero: lowest compared OMol25 entry of this formula, charge and spin) = 134.61 kJ/mol
Multiplicity = 1
Calculated total energy = -329.82957 hartree

***

- The lowest relative energy (zero: lowest compared OMol25 entry of this formula, charge and spin) belongs to which entry?
  C5H16N3O3Tl